Density functional theory data (ωB97M-V with the def2-TZVPD basis set) for 18 unconnected molecules or ions with the total composition C26H88O18 in a non-equilibrium geometry.

XYZ file:
```
132
Properties=species:S:1:pos:R:3:lowdin_charge:R:1
O 9.7680 11.0067 15.3378 -0.1352
H 15.3171 11.1208 9.9423 0.0209
H 10.0065 8.9212 7.1279 0.1183
H 15.6843 9.0003 7.1528 0.0687
C 8.0743 8.0666 15.4764 -0.2892
H 11.9012 10.7003 6.9594 0.1062
H 15.8021 13.8406 9.6030 0.0437
H 10.6734 9.1664 11.0634 0.0451
H 5.9307 13.1658 9.8756 0.1111
C 12.1325 6.5176 12.4031 -0.0832
C 6.9752 12.9316 10.0397 -0.3150
H 13.7762 11.7148 14.5791 0.0711
H 14.1524 5.9049 13.2538 0.1161
C 11.3508 13.6899 11.4410 -0.3041
H 11.7587 7.2415 11.5683 0.0929
O 7.5686 12.9853 8.7535 -0.0667
H 18.5380 9.3986 12.4065 0.0915
H 13.8173 9.0970 15.5158 0.0794
H 12.5003 9.6457 16.6107 0.1165
H 13.6688 14.3966 8.1824 0.0334
H 17.2402 13.8509 11.7410 0.0366
H 8.3287 12.4457 8.6173 0.0351
C 18.5118 10.4436 10.6198 -0.0864
H 13.4359 9.2805 8.0344 0.0994
H 14.2266 10.7911 8.0657 0.0902
C 17.4596 12.8485 7.5150 -0.2688
O 9.9506 8.6964 10.6226 -0.1092
O 15.7874 13.9999 10.5803 -0.0642
H 12.2632 15.3182 7.6989 0.0925
H 9.6745 6.7811 16.1102 0.0855
H 9.9736 14.3097 14.7350 0.0729
H 10.5410 13.4801 16.1094 0.0774
H 18.1059 12.5428 8.3702 0.0977
H 7.1066 9.2133 16.5095 0.1013
H 8.7317 13.5046 11.0551 0.0484
H 9.0203 10.2549 13.0767 0.0295
H 15.4482 13.0184 7.2218 0.0653
H 12.2328 13.5523 7.9616 0.0577
H 18.7575 14.1774 6.3960 0.0712
H 17.5001 11.9783 12.7997 0.0523
H 8.9066 10.5237 15.5135 0.0662
H 13.7660 14.9831 5.7629 0.1187
C 12.8034 14.3698 7.6064 -0.0606
C 9.2279 9.4620 7.7345 -0.3194
C 9.4249 12.2852 14.7511 -0.2657
C 13.6559 6.3622 12.3579 -0.3340
H 13.4525 12.1237 6.0805 0.0319
H 17.6124 9.9823 10.1864 0.0722
C 16.2443 7.4926 15.1215 -0.0833
H 12.3429 14.0895 5.5045 0.0903
H 7.9662 8.4693 10.7314 0.0944
H 17.6025 10.0087 15.0739 0.0845
O 9.7764 10.6289 8.3077 -0.0968
C 8.7757 8.7297 11.3895 -0.2695
H 15.8629 7.3170 16.1444 0.0895
H 9.0802 7.8830 17.3756 0.0807
O 16.0705 12.7803 7.9612 -0.1458
H 18.1193 8.1857 14.0985 0.1094
H 13.2480 13.0989 12.2881 0.0835
C 7.6822 13.8637 11.0103 -0.0647
H 12.8627 12.0376 16.0393 0.0715
H 19.3415 10.9781 12.3489 0.1188
H 8.4336 10.9711 11.5861 0.0547
H 15.6020 8.1837 14.5830 0.0528
H 8.7683 7.8779 12.1163 0.0997
C 7.8996 9.7579 7.0000 -0.0707
H 12.7699 9.7867 12.7105 0.0826
O 13.9630 12.9345 5.9208 -0.1102
H 12.9785 10.2667 11.2090 0.0600
H 11.0005 14.1071 10.4867 0.1006
C 17.6501 8.0874 15.1308 -0.3390
H 11.7503 7.0352 13.2802 0.0619
C 12.9820 9.7859 15.6137 -0.2911
H 10.0644 8.5228 16.0953 0.0209
H 13.3026 5.5581 10.6215 0.0761
H 19.4685 10.0455 10.2296 0.0949
H 14.0266 7.4526 12.2632 0.1197
H 11.1525 10.1160 14.8998 0.0611
H 7.3723 13.8948 12.0638 0.0781
H 15.7863 6.4370 8.4493 0.0466
O 17.2830 11.0201 12.7197 -0.0917
O 11.9851 9.5993 14.6570 -0.1418
C 17.8811 14.2299 7.0426 -0.0846
O 15.9483 7.1614 9.0818 -0.0725
H 10.9628 14.3690 12.2186 0.1027
O 10.7678 12.3981 11.5769 -0.1144
H 11.3910 13.2104 14.4954 0.0537
C 18.4165 10.4369 12.1233 -0.3337
H 17.6098 12.0420 6.7464 0.1234
H 18.1817 14.4889 12.7600 0.0451
O 17.7025 9.3239 15.7809 -0.0889
O 12.2633 10.0940 11.8809 -0.0960
O 17.9378 13.6395 12.4218 -0.0524
H 8.4881 8.0233 14.4486 0.1024
H 15.9540 11.0614 11.3280 0.0258
H 18.4908 11.5032 10.2929 0.0623
C 13.1717 14.1294 6.1469 -0.2616
H 15.2488 13.2712 10.8372 -0.0275
H 17.1189 14.5760 6.3439 0.0706
H 13.3799 14.5751 11.1347 0.0821
H 14.5073 11.2657 16.1186 0.0476
H 9.9330 10.3359 9.2342 0.0735
H 13.1425 13.0065 10.4398 0.0697
H 7.6169 14.8048 10.4996 0.0686
C 8.3840 10.0451 12.2205 -0.0501
C 13.5696 11.2595 15.5950 -0.0660
C 14.9865 9.5840 6.5529 -0.0501
O 14.0150 5.6139 11.2467 -0.0779
H 7.5768 8.8495 6.5064 0.0676
C 13.7781 10.0454 7.3800 -0.2850
H 9.0229 8.7089 8.5166 0.0920
H 11.4430 11.7865 11.8760 0.0188
H 7.1618 10.0741 7.7107 0.0543
H 7.3534 7.2759 15.6347 0.1140
C 9.3480 7.8023 16.3171 -0.0551
H 7.3515 9.9879 12.6810 0.0974
O 12.7769 10.5706 6.5004 -0.0914
H 11.6704 5.5658 12.2722 0.0613
C 12.8986 13.6000 11.3542 -0.0835
H 8.5680 12.6305 15.3503 0.1153
O 15.0735 11.0658 10.8735 -0.0626
C 10.4649 13.3872 15.0266 -0.0723
H 18.1000 15.0211 7.7803 0.0824
H 15.7749 6.6806 9.9025 0.0129
H 9.1472 12.2292 13.6760 0.0906
H 14.6484 8.9581 5.7648 0.0654
H 18.3280 7.4348 15.7183 0.1135
O 7.6042 9.3675 15.7095 -0.0748
H 15.3691 10.5112 6.1754 0.0551
H 6.9750 11.9495 10.3666 0.0609
H 7.9005 10.6404 6.3317 0.0833
H 16.2098 6.5586 14.6307 0.0455
```

Summary:
Spin multiplicity: 1
HOMO (eV): -9.82